Density functional theory data (the ωB97M-V functional and the def2-TZVPD basis) for C3H12N2O as an isolated structure at a distorted geometry.

Computed properties:
- multiplicity = 1
- Kohn-Sham gap (eV) = 7.914
- E_HOMO (Ha) = -0.3131
- energy relative to the best compared isomer or geometry (same formula, charge and spin) (kcal/mol) = 120.52
- strongest force on any atom (eV/A) = 2.7

Cartesian coordinates (Å):
N  0.824  -0.720  -0.856
C  -0.773  0.369  -0.177
C  -1.911  0.310  -1.156
C  -0.838  0.132  1.328
N  0.421  -0.121  1.961
H  1.218  -1.645  -1.045
H  -0.078  1.170  -0.397
H  -0.239  -0.771  -0.492
H  -2.781  -0.235  -0.766
H  -1.519  -0.190  -2.049
H  -2.222  1.305  -1.474
H  -1.299  1.037  1.761
H  -1.525  -0.722  1.486
H  1.087  -0.458  1.270
H  0.402  -0.671  2.802
H  2.433  -0.005  -0.561
H  3.425  0.930  -1.171
O  3.374  0.283  -0.464

Density functional theory data (the ωB97M-V functional and the def2-TZVPD basis) for a 2-piece molecular cluster, C3H12N2O2 overall.

Computed properties:
- multiplicity = 1
- Kohn-Sham gap (eV) = 9.769
- E_HOMO (Ha) = -0.3264
- energy relative to the best compared isomer or geometry (same formula, charge and spin) (kcal/mol) = 26.43
- strongest force on any atom (eV/A) = 1.0

Cartesian coordinates (Å):
N  -0.487  -0.509  -1.547
C  -1.549  -0.016  -0.687
N  -1.103  1.060  0.195
C  0.020  0.805  1.128
C  1.387  1.258  0.666
O  2.053  0.414  -0.259
H  -0.873  -0.954  -2.371
H  0.137  0.235  -1.823
H  -1.968  -0.849  -0.095
H  -2.347  0.412  -1.278
H  -1.885  1.332  0.759
H  0.013  -0.235  1.441
H  -0.204  1.416  2.005
H  2.008  1.387  1.553
H  1.308  2.227  0.174
H  2.357  -0.381  0.198
O  0.641  -2.445  0.261
H  0.306  -1.871  -0.460
H  0.184  -3.285  0.141

no.,DFT total energy (eV)
1,-8328.09604
2,-10380.40342